Density functional theory data (the ωB97M-V functional and the def2-TZVPD basis) for an isolated molecule of C8H10N3OP3 in a non-equilibrium geometry.

```
25
Properties=species:S:1:pos:R:3:forces:R:3:lowdin_charge:R:1
C 2.27006 1.36714 0.80233 0.6 -1.6 -0.1 -0.34
N 2.95080 1.24754 1.85962 -0.4 1.8 0.0 -0.24
P 3.99208 -0.02764 2.11125 -0.1 -0.4 -1.3 0.73
N 2.83236 -1.32099 1.82282 1.2 -1.7 -0.9 -0.49
P 2.06345 -1.44015 0.20592 1.5 1.4 0.7 0.70
N 0.52775 -1.16913 0.64359 -3.6 -1.6 1.1 -0.54
P -0.52316 -1.85998 1.57971 0.8 1.1 -1.1 0.91
O -1.99466 -1.39958 1.04122 0.2 -1.1 2.0 -0.36
C -2.31061 -0.65550 -0.03345 0.2 0.9 0.1 -0.38
C -2.65396 0.70158 0.17239 -0.4 -0.9 2.0 -0.05
C -3.03181 1.44856 -0.86190 0.5 2.5 -3.0 -0.09
C -2.68058 0.96380 -2.16861 -0.5 -0.6 0.3 -0.09
C -2.25295 -0.34184 -2.35778 -0.6 -1.1 -0.1 -0.09
C -2.23208 -1.24089 -1.26520 0.8 0.9 -1.3 -0.03
C 2.25927 0.36966 -0.30287 4.4 0.1 -0.8 -0.39
H 1.61872 2.17713 0.57574 -0.4 1.2 0.6 0.09
H 3.79732 -0.03421 3.44242 0.1 -0.1 1.8 -0.10
H 3.35736 -2.21471 2.02482 -0.9 1.0 -0.5 0.02
H -2.75084 1.24767 1.13077 0.3 -1.3 -0.1 0.13
H -3.38782 2.51670 -0.62769 0.5 -1.8 -0.9 0.13
H -2.79011 1.46387 -3.10163 -0.3 1.1 -0.2 0.08
H -2.01761 -0.78460 -3.36760 -0.4 0.9 1.1 0.12
H -1.96462 -2.28713 -1.44995 -0.1 0.4 0.5 0.12
H 1.57659 0.76104 -1.00058 -1.2 -0.5 -1.2 0.03
H 3.34505 0.51165 -0.87532 -2.3 -0.5 1.4 0.13
```
Forces are in eV/Å.

Values from the calculation:
**Structure (SMILES)**: C1=NPNP(/N=P/Oc2ccccc2)C1
**Energy above the lowest of the compared OMol25 structures with the same formula, charge and spin**: 0.0 kJ/mol
**HOMO energy**: -8.1 eV
**Lowest unoccupied orbital energy**: -0.3 eV
**Electronic energy**: -1574.38353 Ha
**HOMO-LUMO gap**: 0.284 hartree